# C6H15IN2O

A gas-phase ion, C6H15IN2O (charge +2) (ωB97M-V/def2-TZVPD, the OMol25 dataset).

Atoms and positions in Å:
C -1.913383 1.623481 -1.725400
C -0.993785 0.982153 -2.846147
C -1.054757 0.447489 -1.451047
C -0.040613 -0.632202 1.345512
C 1.267534 -1.452389 1.140594
C 0.124978 0.772124 0.824737
N 1.405649 -2.758256 1.865838
N 0.305156 0.857317 -0.740632
O -0.951315 1.504284 1.194707
I 2.144738 1.842926 1.534207
H -1.694075 2.648971 -1.280305
H -2.988558 1.368183 -1.687472
H -1.578971 0.636798 -3.670012
H -0.095953 1.556432 -3.079504
H -1.314510 -0.548240 -1.147695
H -0.898220 -1.052221 0.794615
H -0.149751 -0.386284 2.399012
H 2.181673 -0.973517 1.473071
H 1.438485 -1.780988 0.114605
H 0.940066 -3.591393 1.511257
H 1.048184 -2.665583 2.844350
H 2.389882 -2.980313 1.873012
H 1.111430 0.401168 -1.119433
H 0.520783 1.892328 -0.810992
H -1.204669 2.287731 0.643119

Force components x, y, z for each atom (eV/Å):
0.098 0.380 0.197
-1.356 1.647 1.258
2.817 1.179 -0.258
1.401 0.061 -0.657
-0.182 -0.453 -0.794
-1.133 -1.337 -2.552
-1.245 -0.110 1.782
-2.637 1.256 1.668
-0.526 0.823 -0.165
2.379 1.775 1.162
-0.120 -1.477 -0.765
0.711 0.353 -0.505
0.108 -0.754 -0.285
-0.335 -0.194 -0.164
-0.400 -0.120 -0.013
0.078 -0.382 1.004
-0.705 -0.751 0.308
-0.247 0.728 -0.052
-0.181 0.514 -0.263
-0.407 0.082 -0.545
0.631 -0.134 -0.564
0.539 -0.299 0.386
0.587 -0.697 -0.183
-0.467 -1.186 -0.667
0.591 -0.902 0.668

Properties
Total charge = +2
LUMO (alpha / beta) = -6.64 / -10.58 eV
<S²> = 2.006
Multiplicity = 3

What are the Löwdin partial charges on each atom? They are as follows, in elementary charge units: C -0.058; C -0.020; C -0.225; C -0.124; C -0.162; C -0.807; N 0.201; N 0.085; O 0.010; I 1.019; H 0.134; H 0.136; H 0.113; H 0.117; H 0.140; H 0.131; H 0.137; H 0.067; H 0.138; H 0.182; H 0.201; H 0.172; H 0.141; H 0.139; H 0.134

***

# C6H15IN3O

2 unconnected molecules or ions with the total composition C6H15IN3O (ωB97M-V/def2-TZVPD, the OMol25 dataset).

Atoms and positions in Å:
C 0.696167 -1.549723 -0.371567
C -0.984388 2.450599 0.052262
C 0.254377 0.862634 1.461988
C 1.468302 -3.756011 0.415859
C -0.426200 0.723103 -2.174876
C -0.533168 1.039736 0.152107
N 1.722687 -2.348717 -0.098954
N 1.189225 -0.376176 -0.950208
N 0.289009 0.715194 -0.957092
O -0.506490 -1.769748 -0.283403
I 4.076465 0.048707 0.209501
H -1.898875 2.443622 -0.518390
H -1.204142 2.985853 0.953246
H -0.235516 3.013906 -0.478429
H 0.744634 -0.086734 1.473999
H -0.398649 0.981802 2.412691
H 0.950914 1.636658 1.563140
H 0.651274 -3.617670 1.144004
H 1.266976 -4.223723 -0.486227
H 2.371330 -4.134175 0.833841
H 0.112689 1.248749 -2.951764
H -0.795347 -0.290144 -2.472161
H -1.236542 1.390707 -2.112549
H -1.401344 0.287313 0.236913
H 2.592968 -1.908981 -0.271911
H 1.034390 1.413498 -1.040381

Force components x, y, z for each atom (eV/Å):
-0.270 -0.532 -0.037
-0.869 0.362 -1.232
-2.013 -0.264 1.102
0.266 3.391 0.245
-1.351 -0.789 -3.464
-2.204 -1.681 5.056
-1.176 -1.343 1.169
1.657 -0.134 -0.010
2.876 0.113 -0.106
0.453 0.092 0.017
-1.360 0.254 -0.515
-0.325 0.580 -0.345
0.103 -0.230 0.790
0.268 0.612 -0.283
0.295 -0.520 0.455
0.743 -0.452 -1.869
1.449 1.175 0.041
0.286 -0.718 -0.505
-1.052 -1.833 -1.114
0.534 -0.212 0.510
0.774 -0.715 -0.358
0.552 0.969 0.366
-1.408 0.441 0.589
1.331 1.240 -0.699
0.951 -0.500 0.042
-0.508 0.696 0.156

Properties
Total charge = +1
LUMO (alpha / beta) = -8.12 / -8.18 eV
Relative energy (zero: lowest compared OMol25 entry of this formula, charge and spin) = 231.6 kJ/mol

What are the Löwdin partial charges on each atom? They are as follows, in elementary charge units: C -0.639; C -0.029; C -0.032; C 0.038; C 0.014; C -0.402; N 0.021; N 0.137; N -0.188; O 0.097; I 0.528; H 0.088; H 0.100; H 0.101; H 0.045; H 0.144; H 0.058; H 0.110; H 0.071; H 0.082; H 0.123; H 0.148; H 0.084; H 0.186; H -0.062; H 0.178

***

# C6H15ISi

C6H15ISi in the gas phase (ωB97M-V/def2-TZVPD, the OMol25 dataset).

Atoms and positions in Å:
C 1.061865 0.677519 -1.479585
C 0.440824 0.748615 -0.062427
C -0.501316 1.944209 0.005119
C 1.626016 0.829142 1.032133
Si -0.578518 -0.837670 0.367841
C 0.439347 -2.499079 0.229115
C -2.393233 -0.551907 -0.211562
I -0.900608 -0.767589 3.270623
H 0.254147 0.217250 -2.292050
H 1.509209 1.601751 -1.726163
H 1.842878 -0.065874 -1.431182
H -0.926108 2.153937 0.940480
H -1.219234 1.546549 -0.667853
H -0.039112 2.735408 -0.543857
H 1.847914 -0.154852 1.177047
H 2.419711 1.300582 0.504180
H 1.256302 1.434700 1.768996
H 1.444795 -2.631184 0.697715
H -0.042926 -3.414539 0.385584
H 0.914647 -2.669006 -0.840504
H -2.889304 0.190500 0.279811
H -2.552129 -0.357636 -1.352817
H -3.015167 -1.430824 -0.050644

Force components x, y, z for each atom (eV/Å):
-2.720 -3.098 -0.404
1.029 -0.535 1.484
0.884 -1.697 -1.785
-1.860 0.904 -4.486
0.303 0.232 1.512
2.324 0.992 -2.800
1.095 -2.851 -3.221
0.143 -0.001 -2.031
2.052 1.677 1.738
0.143 1.123 -0.689
0.403 -0.304 -0.249
-0.393 0.498 1.276
-1.613 0.607 -0.565
0.264 1.115 0.256
1.101 -2.395 1.515
1.014 0.552 -0.110
-0.463 0.876 2.468
-1.006 0.899 0.724
-1.252 -1.117 0.530
-1.499 0.748 1.252
-0.858 2.318 1.572
0.765 -0.204 1.840
0.145 -0.339 0.172

Properties
LUMO = 0.31 eV
SMILES = CC(C)(C)[Si](C)(C)I
Relative energy (zero: lowest compared OMol25 entry of this formula, charge and spin) = 161.4 kJ/mol

What are the Löwdin partial charges on each atom? They are as follows, in elementary charge units: C -0.097; C -0.654; C -0.101; C -0.076; Si 0.566; C -0.231; C -0.226; I 0.100; H 0.140; H 0.059; H 0.059; H 0.069; H 0.034; H 0.081; H 0.010; H 0.069; H 0.033; H 0.039; H -0.018; H 0.066; H -0.019; H 0.080; H 0.021

***

# C6H15N

A gas-phase ion, C6H15N (charge -1) (ωB97M-V/def2-TZVPD, the OMol25 dataset).

Atoms and positions in Å:
C 1.075923 0.921627 -1.864749
C 1.371077 0.468213 -0.396255
N 0.232706 -0.028828 0.480044
C 0.380068 -1.359264 0.985594
C -0.568563 -2.288648 0.012655
C -0.588793 0.847438 1.231801
C -1.567212 1.427423 0.196080
H 0.098637 0.860401 -2.044774
H 1.640261 1.748421 -2.352532
H 1.408150 0.093484 -2.461894
H 1.590444 1.297717 0.228907
H 2.228623 -0.149499 -0.416894
H 1.484048 -1.530266 1.101999
H 0.079117 -1.415170 2.071291
H -0.122714 -2.578463 -0.915158
H -0.963544 -3.193648 0.553991
H -1.413772 -1.708727 -0.118056
H -0.974477 0.252327 2.130778
H 0.203021 1.526015 1.683467
H -1.074252 1.802750 -0.682855
H -2.271647 0.687484 -0.175253
H -2.247100 2.319212 0.751812

Force components x, y, z for each atom (eV/Å):
3.798 -1.179 0.667
-2.288 1.924 1.176
1.757 -2.386 -1.919
-0.129 -0.928 -0.364
1.948 -1.437 3.500
1.461 0.398 0.260
-2.383 2.631 3.075
-4.087 0.773 -0.728
-0.691 -0.027 1.048
0.449 -0.775 -0.545
1.188 1.439 -0.017
0.496 -1.114 0.420
-0.947 -0.831 -0.715
-0.245 -0.082 -1.163
0.426 0.018 -0.538
0.695 0.417 -0.517
-1.615 1.363 -0.600
-0.187 1.062 -1.498
-1.605 0.549 -0.191
0.356 0.540 0.082
-0.045 -0.297 0.308
1.649 -2.058 -1.740

Properties
Total charge = -1
LUMO (alpha / beta) = 4.00 / 3.97 eV
<S²> = 0.750
Relative energy (zero: lowest compared OMol25 entry of this formula, charge and spin) = 273.3 kJ/mol
Multiplicity = 2

What are the Löwdin partial charges on each atom? They are as follows, in elementary charge units: C -0.123; C -0.283; N -0.284; C -0.357; C -0.112; C -0.393; C -0.145; H -0.007; H 0.066; H 0.036; H 0.042; H 0.046; H 0.061; H 0.056; H 0.029; H 0.042; H 0.005; H 0.085; H 0.071; H 0.024; H 0.043; H 0.099

***

# C6H15N

2 unconnected molecules or ions with the total composition C6H15N (ωB97M-V/def2-TZVPD, the OMol25 dataset).

Atoms and positions in Å:
C -0.250418 0.722590 1.780400
C -0.131460 2.025261 0.991808
C 0.983113 2.923969 1.525033
H 0.626365 0.110343 1.573430
H -1.159748 0.177545 1.550024
H -0.221480 0.915717 2.862566
H -1.076755 2.576342 0.993685
H 0.049020 1.751893 -0.049288
H 0.995637 3.881346 0.992682
H 0.929456 3.139164 2.591813
H 1.951028 2.455460 1.321175
C 1.250612 -2.026711 -1.799102
C -0.170419 -1.483430 -1.896220
C -1.983448 -2.090383 -0.544036
N -0.805612 -1.456460 -0.599858
H 1.759406 -1.898984 -2.769327
H 1.797602 -1.450491 -1.055092
H 1.300107 -3.082776 -1.540414
H -0.754007 -2.077150 -2.614155
H -0.091005 -0.455516 -2.301604
H -2.547503 -2.396693 -1.437187
H -2.450488 -2.261033 0.423665

Force components x, y, z for each atom (eV/Å):
0.266 0.436 0.504
-0.232 -0.118 0.361
0.291 0.065 -0.770
-0.221 -0.296 -0.157
0.156 -0.224 -0.240
-0.152 0.159 -0.048
-0.034 -0.042 0.111
0.084 0.136 -0.053
-0.003 0.004 0.074
-0.207 -0.139 0.080
0.022 -0.001 0.176
0.204 0.248 -0.618
-0.366 0.169 0.931
-0.716 -0.278 0.084
0.947 0.012 -0.436
0.078 -0.037 0.083
0.068 -0.033 0.122
-0.203 -0.078 0.172
0.014 -0.077 -0.209
-0.017 0.031 -0.181
0.096 -0.032 0.061
-0.074 0.095 -0.047

Properties
Total charge = -1
LUMO (alpha / beta) = 3.75 / 3.72 eV
<S²> = 0.753
Relative energy (zero: lowest compared OMol25 entry of this formula, charge and spin) = 57.4 kJ/mol
Multiplicity = 2

What are the Löwdin partial charges on each atom? They are as follows, in elementary charge units: C -0.148; C -0.329; C -0.147; H 0.060; H 0.046; H 0.057; H 0.090; H 0.093; H 0.055; H 0.058; H 0.065; C -0.159; C -0.431; C -0.295; N -0.192; H 0.042; H 0.044; H 0.048; H 0.067; H 0.067; H -0.042; H -0.049